ORCA calculation (the ωB97M-V functional and the def2-TZVPD basis) on C62H67AsHfN3P3SSi2 as an isolated structure at a distorted geometry.

Element x y z (Å)
Hf: 0.231 1.070 -0.114
C: 1.463 6.172 -0.771
Si: 1.983 4.350 -0.950
C: 3.672 4.248 -0.058
C: 2.262 3.872 -2.788
N: 0.830 3.166 -0.298
P: -0.662 3.715 0.149
C: -1.410 2.273 0.842
P: -2.568 1.447 -0.217
N: -1.622 0.292 -0.941
Si: -2.374 -1.233 -1.419
C: -2.353 -2.345 0.143
C: -1.359 -1.872 -2.912
C: -4.186 -1.246 -1.993
C: -3.763 0.700 0.936
C: -3.257 0.315 2.175
C: -4.079 -0.264 3.122
C: -5.422 -0.461 2.838
C: -5.931 -0.084 1.607
C: -5.108 0.493 0.654
C: -3.614 2.216 -1.496
C: -3.471 1.817 -2.821
C: -4.404 2.199 -3.767
C: -5.488 2.973 -3.390
C: -5.611 3.412 -2.080
C: -4.670 3.048 -1.132
C: -1.379 4.430 -1.366
C: -1.087 3.678 -2.503
C: -1.469 4.121 -3.754
C: -2.157 5.317 -3.879
C: -2.469 6.058 -2.753
C: -2.087 5.618 -1.495
C: -0.553 4.822 1.579
C: -1.520 5.738 1.974
C: -1.419 6.364 3.205
C: -0.370 6.067 4.060
C: 0.568 5.113 3.695
C: 0.471 4.488 2.466
H: 2.241 6.800 -1.195
H: 1.359 6.453 0.274
H: 0.535 6.408 -1.280
H: 4.174 5.202 -0.174
H: 4.323 3.497 -0.494
H: 3.588 4.051 1.006
H: 3.205 4.287 -3.124
H: 1.492 4.275 -3.438
H: 2.302 2.794 -2.948
H: -1.604 -2.049 0.879
H: -2.190 -3.384 -0.129
H: -3.315 -2.302 0.647
H: -0.281 -1.750 -2.831
H: -1.685 -1.395 -3.832
H: -1.561 -2.930 -3.039
H: -4.836 -1.476 -1.155
H: -4.325 -2.021 -2.739
H: -4.524 -0.314 -2.428
H: -2.214 0.516 2.400
H: -3.685 -0.550 4.087
H: -6.074 -0.898 3.577
H: -6.978 -0.226 1.388
H: -5.526 0.794 -0.294
H: -2.648 1.167 -3.087
H: -4.308 1.866 -4.789
H: -6.248 3.220 -4.113
H: -6.463 4.009 -1.794
H: -4.770 3.374 -0.105
H: -0.544 2.732 -2.393
H: -1.235 3.541 -4.632
H: -2.444 5.674 -4.855
H: -3.009 6.988 -2.851
H: -2.336 6.212 -0.630
H: -2.366 5.964 1.344
H: -2.173 7.075 3.508
H: -0.295 6.563 5.016
H: 1.363 4.851 4.379
H: 1.189 3.728 2.172
C: 0.901 -3.515 0.314
C: 0.792 -4.152 -1.053
As: 0.294 -6.110 -1.095
C: -1.272 -5.980 0.083
C: -1.221 -5.876 1.469
C: -2.390 -5.807 2.210
C: -3.625 -5.850 1.581
C: -3.687 -5.945 0.200
C: -2.518 -6.009 -0.538
C: 1.603 -6.889 0.131
C: 2.945 -6.527 0.078
C: 3.893 -7.204 0.828
C: 3.510 -8.265 1.631
C: 2.180 -8.645 1.684
C: 1.236 -7.970 0.929
P: 1.034 -1.647 0.257
C: 1.609 -1.356 1.981
C: 0.814 -0.465 2.709
C: 1.050 -0.250 4.053
C: 2.104 -0.905 4.675
C: 2.923 -1.758 3.951
C: 2.671 -1.997 2.610
C: 2.452 -1.448 -0.903
C: 3.594 -2.243 -0.910
C: 4.507 -2.140 -1.945
C: 4.282 -1.259 -2.988
C: 3.146 -0.463 -2.998
C: 2.238 -0.557 -1.957
H: 1.765 -3.903 0.863
H: 0.009 -3.720 0.917
H: 1.725 -4.030 -1.614
H: -0.008 -3.673 -1.621
H: -0.265 -5.889 1.980
H: -2.328 -5.733 3.287
H: -4.535 -5.822 2.165
H: -4.642 -5.975 -0.305
H: -2.561 -6.104 -1.618
H: 3.252 -5.719 -0.580
H: 4.936 -6.922 0.776
H: 4.250 -8.803 2.206
H: 1.886 -9.479 2.304
H: 0.200 -8.291 0.951
H: 0.006 0.079 2.182
H: 0.419 0.426 4.609
H: 2.291 -0.740 5.723
H: 3.752 -2.258 4.429
H: 3.316 -2.664 2.057
H: 3.756 -2.961 -0.122
H: 5.378 -2.774 -1.953
H: 4.981 -1.199 -3.805
H: 2.964 0.203 -3.826
H: 1.308 0.050 -1.976
S: 2.800 1.233 1.141
C: 4.446 1.116 0.758
N: 5.312 1.080 1.804
C: 6.648 1.006 1.665
C: 7.208 0.896 0.425
C: 6.361 0.917 -0.697
C: 5.006 1.053 -0.535
H: 4.906 1.143 2.733
H: 7.227 1.042 2.575
H: 8.276 0.835 0.303
H: 6.789 0.847 -1.685
H: 4.344 1.128 -1.383

Force components x, y, z for each atom (eV/Å):
Hf -1.14 1.59 0.99
C -0.20 -0.81 -0.03
Si 1.30 0.08 -0.49
C -0.69 -0.03 -0.34
C -0.18 0.36 0.77
N -0.57 -0.45 -0.24
P -0.55 -0.26 1.09
C 0.65 -0.37 -2.83
P -0.19 0.15 1.16
N 0.53 0.66 0.06
Si 0.08 -1.42 -0.24
C 0.17 0.43 -0.61
C -0.35 0.21 0.76
C 0.50 0.34 0.36
C 0.26 -0.04 -0.21
C 0.17 0.05 0.10
C 0.03 -0.04 0.03
C 0.00 0.00 -0.07
C -0.10 -0.02 0.02
C 0.01 0.03 -0.07
C 0.33 -0.06 0.31
C 0.00 -0.03 0.22
C -0.02 -0.06 -0.04
C 0.03 0.00 0.05
C -0.05 0.04 0.06
C 0.08 -0.02 -0.04
C 0.19 -0.26 0.36
C 0.17 -0.02 0.01
C 0.03 -0.01 -0.03
C 0.08 -0.02 0.01
C -0.07 0.03 0.12
C -0.03 -0.02 0.11
C 0.21 -0.11 -0.14
C 0.02 0.02 -0.17
C -0.03 0.03 0.06
C -0.02 -0.03 -0.01
C 0.00 -0.01 0.07
C 0.16 0.04 -0.21
H 0.22 -0.02 -0.14
H 0.00 0.00 0.16
H -0.14 0.07 -0.09
H 0.07 0.29 -0.08
H 0.05 -0.13 -0.07
H -0.10 -0.01 0.16
H 0.28 0.10 -0.07
H -0.17 0.05 -0.06
H 0.01 -0.18 0.11
H 0.02 0.00 -0.02
H 0.07 -0.26 0.00
H -0.21 0.09 0.01
H 0.14 0.04 0.05
H -0.08 0.22 -0.09
H -0.04 -0.30 -0.04
H -0.08 -0.05 0.12
H 0.13 -0.23 -0.18
H -0.11 0.07 -0.12
H -0.16 -0.05 0.07
H 0.06 -0.01 0.05
H -0.07 -0.06 0.10
H -0.10 -0.02 -0.02
H -0.01 -0.04 -0.06
H 0.03 0.03 -0.12
H 0.03 -0.03 -0.10
H -0.08 0.10 -0.11
H -0.05 0.12 0.05
H -0.08 0.02 0.07
H -0.21 0.42 -0.25
H 0.04 -0.10 -0.12
H -0.05 0.04 -0.13
H -0.05 0.08 0.00
H 0.04 0.06 0.00
H -0.09 0.02 -0.04
H -0.04 0.07 -0.02
H -0.01 0.03 0.06
H 0.07 0.00 -0.02
H 0.08 0.06 0.12
C -0.62 0.24 -0.14
C -0.03 -0.34 0.01
As -0.07 0.35 0.07
C 0.13 -0.07 -0.14
C 0.16 -0.06 0.04
C 0.05 0.02 0.14
C -0.08 0.05 -0.01
C -0.09 0.07 0.03
C 0.22 -0.06 -0.28
C -0.06 0.01 -0.01
C -0.12 0.27 -0.14
C 0.11 -0.02 0.03
C 0.08 0.02 0.06
C 0.02 -0.08 0.03
C -0.24 0.09 -0.09
P 1.60 -0.53 0.59
C -0.57 -0.09 -0.19
C 0.06 -0.36 -0.35
C -0.12 0.18 0.01
C -0.08 0.14 -0.05
C 0.07 -0.06 -0.13
C -0.17 0.10 -0.17
C -0.56 0.09 0.02
C -0.11 0.17 0.05
C 0.00 -0.04 0.04
C -0.11 0.04 -0.03
C -0.11 0.16 -0.19
C 0.01 -0.16 0.31
H -0.01 0.24 0.04
H 0.15 0.00 -0.04
H -0.20 -0.07 -0.03
H 0.07 -0.13 -0.09
H -0.03 0.03 0.00
H -0.05 -0.02 0.07
H 0.00 0.02 0.01
H -0.08 -0.04 -0.01
H -0.09 -0.02 0.01
H 0.08 0.01 0.02
H 0.04 0.04 -0.04
H 0.04 -0.02 0.04
H -0.06 -0.04 0.00
H 0.03 -0.02 0.06
H 0.01 -0.26 0.56
H -0.03 0.09 0.09
H 0.01 0.01 0.17
H 0.04 -0.02 0.10
H 0.01 -0.12 0.00
H 0.03 -0.13 0.10
H 0.16 -0.07 0.01
H 0.11 0.00 -0.16
H -0.02 0.12 -0.09
H 0.40 -0.37 -0.48
S -0.18 0.34 0.34
C -0.21 -0.20 -0.51
N -0.30 0.12 -0.13
C 0.57 -0.07 -0.23
C -0.13 0.10 0.04
C -0.07 0.02 0.34
C 0.02 -0.03 0.20
H 0.00 -0.03 -0.10
H 0.01 -0.05 0.05
H 0.10 -0.03 0.11
H 0.01 0.02 -0.13
H -0.03 -0.06 0.04

The charge is +2. Its multiplicity is 1. For the HOMO energy, the calculation gives -11.906 eV.